1.
The following is a quantum chemistry calculation of one molecule with the formula C4H5NO2 in a non-equilibrium geometry, from the OMol25 dataset.

Structure (XYZ):
```
12
Properties=species:S:1:pos:R:3:forces:R:3:lowdin_charge:R:1
O 0.834 -2.483 0.243 0.0 0.2 0.3 0.0030
C 0.475 -1.379 0.612 -0.2 -0.2 0.2 -0.3897
C 1.075 -0.137 0.217 -0.5 -0.2 -0.2 -0.0769
C -0.866 -0.176 -0.795 0.4 0.1 -0.3 -0.0065
N -1.023 1.185 -0.646 0.4 0.3 0.0 0.0476
C -0.251 1.744 0.175 -0.3 0.2 -0.2 -0.1853
O 0.758 1.077 0.797 -0.2 -0.1 0.0 -0.0178
H -0.481 -1.173 1.124 0.2 -0.6 0.9 0.1193
H 2.142 -0.138 -0.063 -0.8 -0.1 -0.7 0.1509
H -0.683 -0.595 -1.776 0.2 0.3 -0.2 0.1012
H -1.697 -0.723 -0.305 0.9 0.1 0.0 0.1145
H -0.284 2.796 0.417 -0.1 0.0 0.1 0.1396
```
Forces are in eV/Å.

Computed properties:
HOMO level, eV: -9.19
Total charge: 0
HOMO-LUMO gap, eV: 9.45
F_max, eV Å⁻¹: 1.10
Total energy, Eh: -360.529247

2.
The following is a quantum chemistry calculation of C3H4Br2S as an isolated structure in a non-equilibrium geometry, from the OMol25 dataset.

Structure (XYZ):
```
10
Properties=species:S:1:pos:R:3:forces:R:3:lowdin_charge:R:1
C -1.154 0.618 -0.959 -0.2 1.8 -2.1 -0.1239
C 1.963 0.455 0.535 -1.6 -0.3 0.4 -1.1950
C -0.955 -0.424 -0.205 -0.8 -1.0 1.6 -0.6803
S -1.076 -0.371 1.560 -0.2 -2.0 0.8 0.6595
Br 3.091 1.862 0.649 1.2 0.7 -0.1 0.6328
Br 2.630 -1.099 -0.193 0.6 -0.3 -0.3 0.5897
H -1.576 1.587 -0.648 0.7 -0.5 0.2 0.0654
H -0.880 -1.380 -0.658 0.8 -0.7 -0.2 0.0466
H -0.925 0.536 -2.052 -0.5 0.0 1.1 0.0743
H -1.119 -1.784 1.971 0.0 2.3 -1.2 -0.0692
```
Forces are in eV/Å.

Computed properties:
HOMO level, eV: -8.45
Total charge: 0
HOMO-LUMO gap, eV: 7.45
F_max, eV Å⁻¹: 2.83
Total energy, Eh: -5662.754191

3.
The following is a quantum chemistry calculation of one molecule with the formula C5H8O, from the OMol25 dataset.

Structure (XYZ):
```
14
Properties=species:S:1:pos:R:3:forces:R:3:lowdin_charge:R:1
C 0.211 0.978 -0.633 0.1 0.0 -0.1 -0.1817
C 1.172 0.347 0.385 0.0 0.0 0.1 -0.1324
C 0.238 -0.578 1.143 0.4 -0.2 0.0 -0.2552
O -1.049 -0.027 1.398 -0.2 0.1 0.2 -0.0181
C -0.901 -0.906 0.284 0.0 -0.2 -0.1 -0.2494
C -0.756 -0.156 -1.026 0.0 0.0 0.1 -0.1299
H 0.712 1.464 -1.474 -0.1 -0.1 0.1 0.1101
H -0.385 1.709 -0.092 0.1 0.2 -0.2 0.1092
H 1.962 -0.246 -0.103 -0.2 0.1 0.1 0.1193
H 1.670 1.085 1.022 -0.1 0.0 -0.1 0.1121
H 0.611 -1.229 1.929 0.0 0.0 -0.2 0.1424
H -1.443 -1.848 0.350 0.1 0.2 0.0 0.1430
H -0.338 -0.831 -1.784 0.0 0.1 0.1 0.1170
H -1.707 0.238 -1.400 0.1 -0.1 0.0 0.1136
```
Forces are in eV/Å.

Computed properties:
SMILES: C1C[C@@H]2O[C@@H]2C1
HOMO level, eV: -9.97
Total charge: 0
HOMO-LUMO gap, eV: 11.13
F_max, eV Å⁻¹: 0.48
Total energy, Eh: -270.518079

4.
The following is a quantum chemistry calculation of a 15-piece molecular cluster, C27H88N26O15 overall in a non-equilibrium geometry, from the OMol25 dataset.

Structure (XYZ):
```
156
Properties=species:S:1:pos:R:3:forces:R:3:mulliken_spin:R:1
C -1.560 -7.785 -0.577 0.7 0.5 -0.1 -0.0014
C -1.754 -6.274 -0.819 0.1 -1.6 1.1 0.0007
C -0.724 -5.361 -0.209 0.6 1.0 0.9 0.0080
O -0.533 -5.584 1.188 -1.7 -1.3 -0.6 -0.0023
C 0.146 -4.580 1.833 2.2 -0.2 0.1 0.0106
N -1.974 -5.997 -2.209 0.0 1.0 -0.7 0.0264
H -2.399 -8.273 -1.073 0.0 -0.3 0.4 0.0012
H -1.370 -8.072 0.458 -0.9 0.3 0.2 -0.0011
H -0.630 -8.163 -1.001 0.1 0.2 -0.8 0.0005
H -2.675 -5.993 -0.309 -0.3 -0.1 0.1 0.0022
H -1.073 -4.332 -0.296 -0.2 0.2 -0.3 0.0057
H 0.247 -5.341 -0.705 0.3 -0.4 -0.3 -0.0041
H -0.202 -3.554 1.721 -0.6 0.1 0.0 -0.0059
H 1.138 -4.581 1.382 0.5 0.3 0.3 -0.0003
H 0.258 -4.868 2.879 -0.2 0.3 0.1 0.0014
H -1.668 -5.037 -2.277 -0.5 0.7 -0.6 0.0079
H -1.337 -6.410 -2.875 0.3 -0.8 0.4 -0.0065
C -1.721 -0.934 1.476 -0.4 -1.3 -0.8 -0.1401
C -0.402 -0.263 1.523 0.1 0.9 0.6 0.1254
C -0.374 0.893 0.511 0.4 0.6 0.3 0.5249
O -0.230 0.496 -0.850 0.7 -0.8 -0.8 0.6035
C 0.182 1.584 -1.703 0.0 0.8 1.8 -0.5655
N -0.279 0.158 2.921 0.3 0.3 0.1 -0.0160
H -2.511 -0.294 1.869 0.0 0.0 -0.1 0.0101
H -1.667 -1.871 2.030 -0.4 0.1 0.1 -0.0124
H -1.947 -1.190 0.441 -0.4 -0.1 0.0 -0.0042
H 0.398 -0.996 1.423 0.2 0.0 -0.9 0.0033
H 0.402 1.597 0.813 0.5 0.0 -0.3 -0.0285
H -1.295 1.474 0.560 -0.3 -0.1 0.3 -0.0921
H 1.193 1.878 -1.420 0.3 -0.1 0.0 -0.1547
H -0.434 2.428 -1.390 -0.1 0.2 -0.6 -0.0248
H 0.164 1.456 -2.785 -0.5 -0.7 0.2 0.1744
H -1.086 0.647 3.281 -0.3 0.4 -0.5 -0.0006
H 0.510 0.723 3.201 0.3 0.3 -0.4 0.0012
C 4.215 -2.022 -6.318 -0.7 0.0 0.0 -0.0346
C 4.201 -0.565 -5.867 -0.2 -0.4 -1.4 0.1429
C 3.034 -0.327 -4.875 0.9 0.4 -0.3 -0.3288
O 1.836 -0.322 -5.548 -2.3 0.5 -1.5 -0.4730
C 1.436 0.927 -6.157 -0.3 -0.5 0.0 0.7951
N 5.455 -0.078 -5.392 1.0 0.4 1.8 -0.0294
H 3.358 -2.152 -6.979 -0.4 -0.2 0.3 0.0206
H 4.103 -2.638 -5.426 0.1 -0.4 -0.2 0.0263
H 5.028 -2.389 -6.944 0.5 0.5 0.4 -0.0279
H 4.083 0.051 -6.759 -1.4 -0.1 -0.3 0.0506
H 3.136 0.629 -4.361 0.4 0.2 0.2 0.1899
H 2.870 -1.101 -4.125 0.9 -0.2 0.1 0.0163
H 0.987 1.606 -5.432 0.5 0.2 0.4 -0.0494
H 0.616 0.769 -6.858 0.1 -0.6 -0.1 -0.1281
H 2.250 1.380 -6.724 0.1 0.1 0.2 0.0330
H 5.196 0.805 -4.976 0.5 0.4 0.5 -0.0084
H 6.068 0.187 -6.150 0.1 -0.3 -0.2 -0.0122
C 4.153 0.601 -1.571 -0.3 -0.5 -0.3 -0.0190
C 3.457 0.236 -0.264 1.4 -0.8 0.1 0.0675
C 4.178 -0.951 0.452 -1.4 0.0 -0.7 0.0144
O 3.971 -2.081 -0.323 -2.1 -2.3 -0.9 -0.0123
C 2.617 -2.691 -0.182 1.3 -0.4 -0.1 -0.0416
N 3.371 1.322 0.667 -0.3 0.4 0.7 -0.0782
H 3.892 -0.159 -2.308 0.3 -0.1 0.0 0.0034
H 5.241 0.656 -1.520 0.0 0.2 0.1 0.0002
H 3.710 1.530 -1.928 0.3 0.2 -0.1 0.0107
H 2.485 -0.097 -0.627 -0.4 0.0 0.8 -0.0168
H 3.759 -1.157 1.437 -0.1 0.5 0.4 0.0039
H 5.264 -0.901 0.528 0.1 0.7 0.0 0.0028
H 2.471 -3.437 -0.963 0.3 0.4 -0.5 0.0120
H 1.752 -2.028 -0.194 0.3 0.5 -0.1 0.0143
H 2.552 -3.328 0.700 0.4 0.5 0.5 -0.0002
H 4.312 1.515 0.982 0.3 0.3 0.1 0.0088
H 3.093 2.154 0.167 -0.2 0.3 0.2 0.0098
C -3.340 -3.692 3.322 0.4 0.3 1.5 0.0128
O -2.727 -3.870 4.356 0.9 -0.2 1.5 -0.0039
N -2.899 -4.067 2.149 1.6 -1.4 -2.7 -0.0273
N -4.461 -3.023 3.246 -3.0 1.1 -0.1 -0.0277
H -3.490 -4.163 1.336 0.3 0.3 0.2 0.0075
H -1.926 -4.333 2.097 -0.7 -0.5 -0.1 -0.0002
H -4.863 -2.962 2.322 -0.4 0.8 0.3 0.0145
H -4.936 -2.652 4.057 0.2 -0.3 -0.3 -0.0019
C 0.604 4.295 1.608 0.8 1.5 -1.9 0.0675
O 0.366 4.338 0.415 -0.2 0.1 -2.6 0.0463
N -0.099 3.702 2.463 -3.0 -3.2 4.3 -0.0378
N 1.631 4.918 2.137 3.3 2.3 0.4 0.0010
H 0.473 3.440 3.253 -1.0 -0.4 0.6 0.0043
H -0.988 3.251 2.301 0.3 0.0 -0.3 -0.0053
H 1.977 4.834 3.082 -0.5 -0.2 -0.2 -0.0016
H 2.289 5.339 1.497 0.1 -0.3 0.1 -0.0006
C 2.564 2.019 4.804 -2.0 -0.3 3.1 0.0888
O 1.467 2.339 4.428 -2.1 0.9 -0.3 -0.0399
N 2.902 1.805 6.108 0.3 0.2 1.1 -0.0016
N 3.538 1.730 4.035 3.5 -0.8 -2.7 -0.0180
H 2.253 1.869 6.879 0.2 0.0 -0.4 -0.0061
H 3.811 1.380 6.218 -0.6 0.0 0.9 -0.0058
H 3.325 1.561 3.062 0.5 0.0 -0.4 0.0055
H 4.383 1.469 4.523 0.1 -0.2 -1.2 -0.0050
C 3.861 4.317 -0.614 0.1 0.2 4.4 0.1150
O 3.998 4.644 0.582 0.5 0.4 -0.6 -0.0208
N 2.741 3.915 -1.094 -3.7 -0.7 -1.2 -0.0853
N 4.826 4.111 -1.434 4.3 0.1 -2.7 0.0043
H 1.943 4.027 -0.484 -1.0 0.2 -0.4 0.0249
H 2.685 3.584 -2.046 -0.6 0.2 0.3 0.0175
H 5.774 4.173 -1.093 -0.2 0.1 -0.5 -0.0120
H 4.560 3.953 -2.396 0.9 0.0 0.1 -0.0346
C -3.604 0.484 -1.859 -1.7 -3.1 -2.9 4.4847
O -3.714 1.119 -0.886 0.7 4.5 5.3 -2.0994
N -2.622 -0.334 -2.188 2.4 -0.5 0.2 -1.9364
N -4.622 0.299 -2.680 -2.0 -0.5 -2.3 0.3315
H -1.816 -0.251 -1.584 0.2 -0.6 -0.2 -0.1335
H -2.808 -1.071 -2.853 0.7 0.0 0.2 0.6202
H -5.497 0.803 -2.686 0.3 0.0 0.2 -0.4440
H -4.469 -0.467 -3.321 -0.9 0.4 -0.5 -0.5156
C -2.239 1.839 5.195 -1.5 3.5 -2.5 0.3605
O -2.239 1.923 3.993 -0.6 1.1 -3.3 -0.1430
N -2.668 2.730 6.034 -1.7 4.1 2.2 -0.0257
N -1.842 0.825 5.760 2.9 -7.1 3.6 -0.0672
H -2.556 2.566 7.025 -0.3 0.4 -0.3 -0.0019
H -2.994 3.632 5.719 0.2 -0.2 0.1 -0.0040
H -1.518 0.109 5.125 0.4 -0.6 1.0 0.0029
H -1.739 0.876 6.764 0.4 -1.2 -0.4 -0.0082
C 0.007 -2.657 -3.310 -2.0 -0.8 -0.2 1.0905
O -0.641 -3.361 -2.551 -0.1 -0.3 1.2 -0.1577
N 0.304 -1.406 -3.151 0.9 4.0 2.4 -0.4335
N 0.272 -3.014 -4.539 1.1 -2.4 -3.0 -0.3504
H -0.157 -0.892 -2.413 0.5 -0.1 0.2 -0.0994
H 0.911 -0.897 -3.777 -0.5 -0.1 -0.1 0.0169
H -0.054 -3.932 -4.806 0.4 0.3 -0.3 0.0115
H 0.702 -2.358 -5.175 -0.2 -0.4 -0.2 0.0262
C -3.391 4.271 1.003 2.5 1.9 1.8 0.3935
O -3.052 5.339 1.563 -0.9 -1.6 0.3 -0.0433
N -3.171 3.002 1.408 0.2 -0.3 2.1 -0.5270
N -3.815 4.243 -0.218 -1.8 0.5 -4.4 -0.0556
H -3.523 2.254 0.828 0.0 -0.2 0.2 0.0817
H -3.080 2.872 2.405 0.0 -0.4 0.0 0.0718
H -3.755 3.361 -0.705 -0.3 0.0 -0.3 -0.0844
H -3.784 5.074 -0.793 -0.3 -0.2 0.4 0.0520
C 0.804 -2.391 4.901 -0.7 -0.8 1.8 0.0151
O 1.249 -3.209 5.669 -0.3 -2.0 1.9 -0.0032
N -0.462 -2.057 4.669 -1.2 -0.9 0.9 -0.0036
N 1.643 -1.622 4.295 3.4 3.1 -3.2 -0.0129
H -0.588 -1.370 3.939 -0.6 0.2 -0.1 0.0015
H -1.157 -2.621 5.137 -0.4 -0.1 -0.8 0.0006
H 2.580 -1.526 4.660 -0.3 -0.3 -0.4 0.0017
H 1.308 -1.096 3.500 0.5 0.3 0.4 -0.0031
C -0.826 5.212 -3.072 -0.6 -0.8 1.0 0.3577
O 0.155 4.754 -3.558 3.6 -1.4 -1.2 -0.1608
N -1.201 5.083 -1.807 0.2 -0.5 2.4 -0.2342
N -1.768 5.786 -3.762 -3.3 2.6 -2.1 0.1468
H -0.629 4.536 -1.181 0.0 0.4 0.3 0.0041
H -2.068 5.447 -1.437 0.6 -0.2 -0.1 0.0251
H -1.680 6.090 -4.721 0.2 -0.2 0.4 -0.0338
H -2.462 6.203 -3.157 -0.3 0.3 -1.0 -0.0928
C -5.738 -0.461 0.846 2.1 -0.6 0.5 0.6854
O -5.091 -1.487 0.877 -0.2 -2.4 -0.7 -0.4081
N -6.715 -0.107 0.050 -2.9 -0.1 -2.6 0.0992
N -5.371 0.484 1.669 0.6 2.1 2.1 -0.1781
H -6.607 0.805 -0.371 -0.1 0.1 0.0 0.0299
H -6.988 -0.805 -0.626 0.1 0.0 -0.1 -0.2933
H -5.874 1.359 1.705 0.6 -0.1 0.4 -0.0285
H -4.521 0.237 2.154 -0.2 0.8 0.3 -0.0123
```
Forces are in eV/Å.

Computed properties:
HOMO level (spin up / spin down), eV: 0.35 / -7.02
Total charge: -1
HOMO-LUMO gap (spin up / spin down), eV: 1.32 / 8.63
Spin multiplicity: 2
F_max, eV Å⁻¹: 8.48
⟨S²⟩: 0.75
Total energy, Eh: -3633.989372

5.
The following is a quantum chemistry calculation of C19H17MnO4P as an isolated structure in a non-equilibrium geometry, from the OMol25 dataset.

Structure (XYZ):
```
42
Properties=species:S:1:pos:R:3:forces:R:3:mulliken_spin:R:1
Mn 0.161 -2.363 -1.117 0.9 1.7 1.6 4.3419
C 1.703 -3.384 -1.300 9.2 -3.0 0.7 -0.1092
O 2.813 -3.709 -1.203 -5.2 1.1 -0.7 0.1323
C -1.212 -3.651 -1.432 -4.6 -5.3 -3.1 -0.0115
O -1.832 -4.401 -2.034 1.7 2.1 2.0 0.0862
C -0.323 -1.648 -2.833 -3.6 5.5 -7.8 0.0592
O -0.791 -0.956 -3.662 2.6 -3.9 4.3 0.0857
C -0.928 -2.114 0.462 -5.5 0.6 4.8 0.0342
O -1.960 -1.965 0.968 3.5 -0.3 -1.5 0.0617
C -3.992 0.344 -1.765 0.7 -2.1 0.0 0.0022
H -4.341 0.691 -0.796 -0.3 -0.2 -0.2 0.0000
H -3.636 1.125 -2.425 -0.4 -0.2 -0.4 -0.0003
C -3.844 -0.993 -2.002 1.5 1.6 1.1 0.0080
H -3.284 -1.434 -2.812 -0.4 0.5 -0.9 -0.0015
H -3.861 -1.728 -1.205 -1.1 0.1 0.3 -0.0019
C 1.235 0.701 -1.866 0.1 -0.1 -0.5 0.0435
P 0.332 -0.071 -0.511 1.0 3.6 1.6 0.1124
C 1.614 -0.425 0.750 -1.2 0.2 0.8 0.0255
C 1.170 -0.555 2.104 0.2 -0.7 -0.9 0.0351
C 2.060 -1.047 3.048 -0.8 0.1 1.1 -0.0103
C 3.405 -1.200 2.754 0.4 -0.1 -1.1 0.0419
C 3.864 -0.907 1.449 -0.4 0.0 1.2 -0.0156
C 2.964 -0.503 0.472 0.7 -0.5 -0.9 0.0203
C -0.393 1.465 0.288 -0.8 0.4 0.4 0.0375
C 0.522 2.363 0.870 0.4 0.0 -0.1 0.0015
C 0.118 3.592 1.405 0.0 -0.5 0.0 0.0025
C -1.235 3.918 1.468 0.1 -0.1 -0.3 -0.0009
C -2.155 3.058 0.873 0.0 -0.1 0.1 0.0021
C -1.744 1.843 0.309 0.0 -0.3 -0.3 0.0021
H 1.907 -0.002 -2.373 0.0 0.2 0.0 -0.0040
H 1.790 1.507 -1.388 0.1 0.1 -0.3 0.0053
H 0.509 1.100 -2.585 0.3 0.0 0.1 0.0033
H 0.153 -0.276 2.395 0.2 -0.3 -0.2 0.0021
H 1.671 -1.316 4.054 0.4 0.5 -0.7 -0.0005
H 4.094 -1.546 3.520 -0.1 0.0 -0.2 0.0006
H 4.910 -1.004 1.224 0.2 0.1 -0.1 -0.0007
H 3.342 -0.250 -0.529 -0.1 -0.3 0.4 0.0025
H 1.578 2.096 0.940 -0.2 0.2 -0.1 0.0019
H 0.872 4.282 1.780 -0.2 -0.3 0.1 0.0005
H -1.554 4.835 1.974 0.1 -0.3 -0.4 0.0001
H -3.207 3.343 0.845 0.2 -0.3 0.1 0.0002
H -2.495 1.181 -0.116 0.2 0.2 0.1 0.0044
```
Forces are in eV/Å.

Computed properties:
HOMO level (spin up / spin down), eV: -15.10 / -15.11
Total charge: +2
HOMO-LUMO gap (spin up / spin down), eV: 6.76 / 4.65
Spin multiplicity: 6
F_max, eV Å⁻¹: 10.18
⟨S²⟩: 8.79
Total energy, Eh: -2526.721807